DFT (ωB97M-V/def2-TZVPD) results for a cluster of 6 separate species, C29H52O16 in total.

Computed properties:
Highest occupied orbital energy ... -9.70 eV
Structure (SMILES) ... O=C1OC(=O)C(COO)=C1CCCCO.CCOC(C)=O.CCOC(C)=O.CCOC(C)=O.CCOC(C)=O.CCOC(C)=O
2S+1 ... 1
Charge ... 0
Relative energy (zero: lowest compared OMol25 entry of this formula, charge and spin) ... 0.00 kcal/mol
Orbital gap ... 0.348 Ha

The geometry in XYZ format:
```
97
Properties=species:S:1:pos:R:3:forces:R:3
O -1.82143 -1.86894 3.97055 0.1 -0.1 -0.2
C -0.75289 -1.79186 3.43850 -0.2 0.0 0.2
O 0.40435 -1.95949 4.16975 -0.1 0.4 0.1
C 1.45689 -1.43239 3.42625 -0.1 -0.1 -0.1
O 2.51377 -1.20751 3.91238 0.0 -0.1 0.1
C 0.94165 -1.22547 2.04468 -0.2 -0.1 -0.3
C 1.75440 -0.83835 0.85525 0.6 0.5 -0.2
O 3.15279 -0.77264 1.14772 -0.1 -0.2 0.2
O 3.66408 0.46586 0.67487 0.0 0.1 -0.1
C -0.37911 -1.45443 2.03074 0.4 -0.1 0.0
C -1.27115 -1.38454 0.82252 0.0 -0.2 0.6
C -2.77887 -1.59038 1.06510 -0.3 0.3 -0.7
C -3.62177 -0.36826 0.64974 0.4 -0.3 0.2
C -3.71946 0.68547 1.74455 -0.2 0.2 -0.5
O -4.24931 0.22329 2.97043 0.0 -0.1 0.1
H 1.46173 0.15680 0.50811 -0.2 -0.1 -0.1
H 1.63082 -1.53792 0.02544 -0.4 -0.1 0.0
H 3.40682 1.08081 1.38257 -0.1 0.1 0.0
H -0.91824 -2.15284 0.12730 0.1 0.1 -0.1
H -1.07614 -0.42238 0.34113 -0.1 0.0 -0.1
H -3.12504 -2.42491 0.45380 0.1 -0.1 0.1
H -2.98965 -1.85406 2.09370 0.0 -0.2 0.0
H -4.60119 -0.71994 0.32158 -0.1 0.2 0.2
H -3.14570 0.10492 -0.21317 -0.2 0.0 -0.1
H -4.40353 1.46465 1.39878 0.0 0.0 0.1
H -2.74177 1.17319 1.86387 0.0 -0.1 0.2
H -3.72029 -0.51349 3.29998 0.1 0.1 0.0
C 4.56493 -4.75981 -4.08141 -0.3 0.3 -0.1
C 4.31511 -3.39795 -3.46975 0.2 -0.1 -0.1
O 2.91663 -3.09946 -3.34634 -0.1 0.2 0.0
C 2.17389 -3.51392 -2.31118 -0.1 -0.3 0.1
C 2.73153 -4.54579 -1.35621 0.2 0.3 0.2
O 1.04979 -3.09874 -2.19261 0.0 0.1 0.0
H 4.16809 -5.56076 -3.46451 0.1 0.0 0.1
H 5.62915 -4.92800 -4.21246 0.1 0.0 0.0
H 4.07849 -4.82361 -5.05601 0.0 0.0 0.0
H 4.81192 -3.28278 -2.50506 0.0 0.0 0.0
H 4.70593 -2.61583 -4.11856 -0.1 0.0 0.0
H 2.38978 -5.53043 -1.67188 0.0 0.0 0.0
H 2.33661 -4.33593 -0.36467 -0.1 -0.1 0.0
H 3.81545 -4.55126 -1.28432 0.0 -0.1 -0.1
C -8.01881 1.59646 -1.70389 0.0 0.0 -0.1
C -6.89764 1.75789 -0.69858 -0.2 0.0 0.0
O -5.61095 1.76049 -1.31829 0.1 -0.2 0.2
C -5.04934 2.86556 -1.85897 -0.1 0.1 -0.2
C -5.89407 4.10049 -2.05270 0.1 0.1 0.4
O -3.90510 2.80399 -2.21442 0.0 0.0 0.0
H -8.05252 2.42872 -2.40673 0.0 0.0 0.1
H -8.98093 1.53906 -1.19353 0.0 0.0 0.0
H -7.87480 0.68300 -2.28093 0.0 0.0 0.0
H -7.02719 2.64841 -0.08033 0.0 0.0 0.0
H -6.87865 0.90353 -0.02272 0.1 0.0 0.0
H -6.28156 4.10667 -3.07038 0.0 0.0 0.0
H -5.26139 4.97350 -1.91569 0.1 0.0 -0.1
H -6.72469 4.19046 -1.36025 -0.1 0.0 -0.1
C 3.77779 5.82361 4.88108 -0.1 0.0 -0.1
C 3.86856 4.31908 5.02614 0.1 0.2 0.1
O 2.91852 3.63937 4.19792 -0.1 -0.1 0.0
C 3.14371 3.35125 2.90930 0.0 0.2 0.0
C 4.33072 3.95538 2.19726 0.2 -0.2 0.1
O 2.34640 2.65495 2.33236 0.1 -0.2 0.0
H 4.01400 6.14781 3.86754 0.1 0.0 0.0
H 4.47022 6.31170 5.56711 0.0 0.0 0.0
H 2.76657 6.16181 5.10644 0.0 0.0 0.0
H 4.87567 3.94495 4.83857 0.0 0.0 0.0
H 3.60761 4.02679 6.04127 -0.1 -0.1 0.0
H 3.99946 4.85450 1.67937 0.0 0.0 0.0
H 4.68830 3.24038 1.45958 -0.1 0.0 -0.1
H 5.16421 4.20405 2.84833 -0.1 0.1 0.0
C 9.55414 -8.89422 -5.47576 -0.1 -0.1 0.0
C 9.31434 -7.54838 -4.82437 0.1 -0.1 0.0
O 7.91997 -7.25133 -4.69841 0.0 0.2 0.0
C 7.16584 -7.68549 -3.66945 -0.1 -0.2 0.0
C 7.71988 -8.71948 -2.71786 0.2 0.2 0.2
O 6.04285 -7.27096 -3.57302 0.1 -0.2 0.0
H 9.15070 -9.71088 -4.87714 0.0 0.0 0.0
H 10.62240 -9.06408 -5.61160 0.0 0.0 0.0
H 9.06822 -8.93073 -6.45056 0.0 0.0 0.0
H 9.81322 -7.46260 -3.85803 0.0 0.0 0.0
H 9.71051 -6.75499 -5.45552 -0.1 0.0 0.0
H 7.38903 -9.70351 -3.04740 0.0 0.0 0.0
H 7.30731 -8.52367 -1.73149 -0.1 -0.1 0.0
H 8.80326 -8.71806 -2.63221 0.0 -0.1 -0.1
C -6.41082 7.19692 2.87603 0.0 -0.1 -0.1
C -7.35753 7.99535 2.00420 0.0 0.0 0.2
O -7.25663 7.63036 0.62406 0.0 0.1 -0.1
C -7.92214 6.59044 0.08857 0.1 -0.1 0.0
C -8.62758 5.60729 0.99517 -0.3 0.2 0.0
O -7.88687 6.43722 -1.10197 0.0 0.0 0.0
H -6.64138 6.13176 2.85515 -0.1 0.0 0.0
H -6.46794 7.53895 3.90956 0.0 0.0 0.0
H -5.38617 7.31721 2.52486 0.0 0.0 0.0
H -8.39159 7.92480 2.34473 0.0 0.0 0.0
H -7.08778 9.04946 2.03187 0.0 0.0 -0.1
H -7.96007 4.76579 1.18059 0.0 0.0 0.0
H -9.51223 5.24674 0.47604 0.1 -0.1 -0.1
H -8.94607 6.02131 1.94793 0.1 0.0 0.0
```
Positions in Å, forces in eV/Å.

=====

DFT (ωB97M-V/def2-TZVPD) results for a structure of composition C37H46N4Tm.

Computed properties:
Highest occupied orbital energy (alpha / beta) ... -1.33 / -1.32 eV
2S+1 ... 3
Charge ... -1
Orbital gap (alpha / beta) ... 0.126 / 0.125 Ha

The geometry in XYZ format:
```
88
Properties=species:S:1:pos:R:3:forces:R:3
Tm -0.08196 -0.66888 0.39053 -1.0 -0.5 0.9
N -1.89094 -3.72818 2.04780 -0.5 -1.5 0.6
N 1.76006 -1.76893 -0.98690 0.4 -0.4 -1.4
C -0.13734 2.26320 -0.12791 0.6 0.1 0.9
C 1.20837 1.82930 -0.02936 -0.7 -0.6 1.2
C 1.37813 1.17524 1.23838 -0.8 1.2 -0.4
C 2.60170 0.49633 1.72750 0.5 -0.4 0.5
H 3.41267 0.58887 0.99808 -0.1 -0.1 0.1
H 2.42412 -0.58170 1.90289 0.2 0.3 -0.1
H 2.94377 0.93351 2.67910 0.0 -0.1 -0.2
C 0.14607 1.32427 1.95532 0.3 0.7 -0.7
C -0.13009 0.92665 3.35866 -0.3 -0.1 0.4
H -0.12817 1.80159 4.03437 0.1 -0.2 0.0
H 0.59371 0.18314 3.71631 -0.2 0.2 0.0
H -1.13180 0.46365 3.42429 0.6 0.2 -0.2
C -0.76370 2.03897 1.12098 0.7 -0.6 0.0
C -2.02100 2.68372 1.58946 -0.3 -0.1 0.0
H -2.58380 2.03039 2.26543 0.0 0.0 0.0
H -2.69272 2.90827 0.75259 0.1 0.1 0.2
H -1.79320 3.61977 2.13955 -0.2 -0.3 -0.3
C 2.31406 2.25879 -0.91267 0.5 -0.3 -0.6
H 2.99192 2.95034 -0.37967 -0.2 -0.2 -0.2
H 1.94402 2.78062 -1.80381 0.1 -0.1 0.1
H 2.90184 1.39550 -1.24801 0.1 0.2 -0.1
C -0.70335 3.06352 -1.24101 -0.3 0.1 -0.4
H -1.74460 2.77058 -1.43693 0.1 0.2 0.1
H -0.16181 2.87520 -2.17471 -0.1 0.1 0.1
H -0.66612 4.14355 -1.00726 -0.1 -0.3 -0.3
C -2.86208 -4.49728 1.57789 0.5 -0.1 -1.2
H -3.70211 -4.76416 2.25603 0.5 0.3 -0.4
C -2.86992 -4.97515 0.24087 -0.2 0.0 0.9
H -3.73783 -5.53114 -0.11687 0.3 0.1 -0.1
C -1.71520 -4.76983 -0.52413 0.2 0.4 0.4
H -1.65292 -5.18359 -1.53199 0.0 0.0 0.2
C -0.64666 -4.04861 0.01769 -0.7 0.1 0.0
H 0.31575 -3.92853 -0.46966 -0.2 0.0 -0.2
C -0.77612 -3.42405 1.30532 -0.4 0.4 0.1
C 0.08975 -2.39445 1.78169 1.1 -0.2 0.1
H 0.64644 -2.64128 2.69549 -0.5 0.2 0.4
C 0.75977 -1.21069 -1.67895 1.6 0.5 -0.7
C 2.82615 -2.00395 -1.88555 -0.9 0.7 0.1
H 3.69662 -2.61552 -1.69240 0.0 0.3 0.4
C 2.52456 -1.44161 -3.08572 -0.5 -0.4 -0.4
H 3.10828 -1.39180 -4.00624 -0.4 -0.1 0.3
N 1.20340 -0.97155 -2.98482 0.9 -0.6 0.6
C 0.45294 -0.18631 -3.87761 -0.2 0.9 -0.1
C 1.01320 0.94354 -4.51960 -0.6 -0.4 0.4
C 0.15235 1.81893 -5.19074 -0.2 -0.2 -0.2
H 0.56916 2.73709 -5.62194 -0.1 -0.4 0.0
C -1.21614 1.56528 -5.30465 0.3 -0.3 0.4
C -2.11192 2.42483 -6.14141 -0.1 0.2 0.0
H -3.01184 2.71111 -5.59460 0.0 0.1 0.0
H -2.44678 1.89282 -7.03724 0.1 0.0 0.0
H -1.59729 3.33086 -6.46137 0.0 0.0 0.0
C -1.73760 0.45433 -4.63472 0.1 0.0 -0.1
H -2.81216 0.26706 -4.64080 0.2 0.0 -0.1
C -0.93588 -0.43287 -3.92784 0.6 0.2 -0.3
C -1.53836 -1.65048 -3.30100 -0.5 -0.6 0.5
H -1.49902 -2.52325 -3.97608 -0.1 0.4 0.0
H -2.58714 -1.43365 -3.05170 0.2 -0.3 -0.2
H -1.04298 -1.96324 -2.36205 -0.5 0.3 -0.7
C 2.47927 1.25371 -4.46251 0.5 0.4 0.0
H 2.98457 0.95584 -5.39791 -0.2 0.1 0.3
H 2.99235 0.75184 -3.63570 -0.2 0.3 -0.2
H 2.62677 2.34047 -4.34509 0.0 -0.4 -0.1
C -4.35161 -0.58429 5.01554 0.1 0.2 0.1
N -2.96070 -0.63360 4.47280 -0.2 0.4 0.2
C -1.98391 -0.93828 5.56834 0.0 0.1 -0.1
C -2.78572 -1.59554 3.28983 0.4 -0.9 0.4
C -3.35523 -1.08129 2.00355 -0.9 -0.3 -0.1
C -4.75215 -1.10613 1.96820 -0.3 0.3 -0.2
C -5.44076 -0.67013 0.84008 -0.2 -0.2 -0.2
C -4.71274 -0.32356 -0.29908 0.6 0.3 -0.1
C -3.29199 -0.28706 -0.25248 -2.0 -0.1 0.0
C -2.60082 -0.71561 0.88060 1.6 0.8 -0.2
H -4.68790 -1.61290 5.20803 0.1 0.4 -0.1
H -5.01265 -0.08731 4.29458 0.3 -0.3 0.2
H -4.32975 -0.00822 5.94779 -0.1 -0.2 -0.2
H -2.73908 0.30200 4.09755 -0.1 -0.4 0.2
H -2.14953 -1.96387 5.92912 -0.1 0.4 -0.2
H -0.96074 -0.85082 5.18313 -0.4 -0.1 0.0
H -2.14103 -0.20548 6.37249 0.1 -0.3 -0.2
H -1.71501 -1.81444 3.24547 0.1 0.2 -0.4
H -3.27113 -2.53782 3.60695 0.1 0.5 0.0
H -5.30623 -1.50883 2.82451 0.0 0.2 -0.4
H -6.53825 -0.62507 0.86079 0.5 -0.2 -0.2
H -5.24125 -0.08242 -1.22974 0.1 0.1 0.4
H -2.79660 0.12276 -1.14848 0.1 -0.4 0.4
```
Positions in Å, forces in eV/Å.

=====

DFT (ωB97M-V/def2-TZVPD) results for an isolated molecule of C28H32N2O2.

Computed properties:
Highest occupied orbital energy ... -7.89 eV
Structure (SMILES) ... CCCC(=O)C1=C(NCCc2c(C)[nH]c3ccc(C)cc23)C[C@H](c2ccccc2)CC1=O
2S+1 ... 1
Charge ... 0
Relative energy (zero: lowest compared OMol25 entry of this formula, charge and spin) ... 12.46 kcal/mol
Orbital gap ... 0.314 Ha

The geometry in XYZ format:
```
64
Properties=species:S:1:pos:R:3:forces:R:3
C -6.55243 -1.28147 -2.06672 0.2 0.0 0.0
C -5.14031 -1.32074 -1.49862 -0.1 0.0 0.1
C -5.14682 -1.80086 -0.04267 -0.1 -0.1 -0.1
C -3.74334 -1.87350 0.50045 -0.4 0.0 0.1
O -3.24301 -2.99201 0.66783 0.0 -0.1 -0.1
C -2.99482 -0.64206 0.71941 0.0 -0.2 0.0
C -1.60815 -0.71031 0.91664 0.0 -0.1 0.1
N -1.00161 -1.87889 1.06510 -0.4 -0.2 0.0
C 0.41261 -2.13021 1.13467 0.3 0.2 -0.3
C 1.04915 -2.24175 -0.26703 0.2 -0.1 0.4
C 2.53756 -2.24988 -0.16500 0.0 -0.4 -0.1
C 3.35765 -3.33193 0.01486 -0.3 0.0 -0.1
C 3.03624 -4.78074 0.11364 0.1 0.1 0.1
N 4.65836 -2.90334 0.11369 0.2 -0.3 0.1
C 4.70023 -1.54222 0.00698 -0.3 0.5 0.0
C 5.77050 -0.65982 0.05095 0.1 0.0 0.0
C 5.49681 0.68354 -0.07996 0.0 -0.1 0.0
C 4.19043 1.16243 -0.26003 -0.1 0.1 0.0
C 3.96625 2.63933 -0.40084 0.0 0.0 0.0
C 3.13271 0.27856 -0.30944 0.1 0.0 0.0
C 3.37292 -1.08875 -0.16947 0.5 -0.2 0.1
C -0.77973 0.53814 0.98045 0.0 0.0 -0.3
C -1.42709 1.64582 0.15153 0.0 0.0 0.3
C -0.56645 2.88283 0.11407 0.0 -0.1 -0.1
C -0.21597 3.55545 1.27908 0.0 0.0 0.0
C 0.58344 4.68283 1.23121 0.0 0.0 0.1
C 1.04712 5.15757 0.01608 0.0 0.1 -0.1
C 0.70541 4.49628 -1.15052 0.0 0.1 0.0
C -0.09398 3.36747 -1.09900 0.0 0.0 0.0
C -2.80408 1.90146 0.74454 -0.1 0.0 -0.2
C -3.67175 0.64913 0.78602 0.2 0.3 0.1
O -4.87472 0.79406 0.91737 -0.1 0.1 -0.1
H -6.53791 -0.94872 -3.10246 -0.1 0.0 -0.1
H -7.00879 -2.26827 -2.02844 -0.1 -0.1 0.0
H -7.16727 -0.59399 -1.49106 -0.1 0.1 0.0
H -4.51945 -1.99246 -2.09771 0.1 0.0 0.0
H -4.70340 -0.32183 -1.54786 0.1 0.0 0.0
H -5.74735 -1.11931 0.55700 0.0 -0.1 -0.1
H -5.57097 -2.80610 0.00582 0.1 0.0 0.0
H -1.64919 -2.67991 0.95969 0.1 0.2 0.1
H 0.55532 -3.07233 1.66833 0.0 0.1 0.0
H 0.91767 -1.34538 1.70307 0.0 -0.1 0.0
H 0.68510 -3.14833 -0.75306 -0.1 0.0 -0.1
H 0.73426 -1.38999 -0.87269 -0.1 0.0 0.0
H 3.16179 -5.13405 1.13809 0.0 -0.1 0.0
H 2.00889 -4.96279 -0.18702 -0.1 -0.1 0.0
H 3.69649 -5.36433 -0.52734 0.0 -0.1 0.0
H 5.45376 -3.50578 0.23913 -0.1 0.1 0.0
H 6.78190 -1.01496 0.18434 0.1 0.0 0.0
H 6.30791 1.39640 -0.04681 0.1 0.1 0.0
H 2.90591 2.87065 -0.46692 0.0 0.1 0.0
H 4.38350 3.17155 0.45306 0.0 0.1 0.0
H 4.45885 3.01385 -1.29784 0.0 0.1 -0.1
H 2.13037 0.65279 -0.46368 -0.1 0.1 0.0
H 0.22820 0.34782 0.61578 0.0 0.0 0.1
H -0.69996 0.85546 2.02463 0.1 0.0 0.0
H -1.55285 1.27880 -0.87435 0.0 0.0 0.1
H -0.57000 3.20134 2.23631 0.0 0.0 0.1
H 0.84595 5.19317 2.14628 0.0 0.0 0.1
H 1.67263 6.03685 -0.02093 0.1 0.1 0.0
H 1.06380 4.85736 -2.10335 0.0 0.0 -0.1
H -0.35440 2.85571 -2.01511 0.0 -0.1 -0.1
H -3.34925 2.66039 0.17952 0.0 -0.1 0.1
H -2.71463 2.26993 1.77032 0.0 0.0 0.0
```
Positions in Å, forces in eV/Å.

=====

DFT (ωB97M-V/def2-TZVPD) results for the ion C10H13N2O3 with charge -1.

Computed properties:
Highest occupied orbital energy (alpha / beta) ... -3.36 / -0.65 eV
2S+1 ... 1
Charge ... -1
Relative energy (zero: lowest compared OMol25 entry of this formula, charge and spin) ... 121.29 kcal/mol
Orbital gap (alpha / beta) ... 0.250 / 0.151 Ha

The geometry in XYZ format:
```
28
Properties=species:S:1:pos:R:3:forces:R:3
C 0.09770 1.55403 -0.08299 0.9 1.5 -1.0
C 2.15503 0.28845 -0.09283 1.2 0.9 -0.8
C 1.51698 1.51377 -0.16855 -1.5 0.4 0.3
C -0.67327 0.42439 -0.10055 -1.4 -2.1 0.6
C 0.02252 -0.85821 0.06680 -1.5 1.6 0.5
C 1.37637 -0.84764 0.05367 2.2 -1.0 -1.3
C -1.47197 -2.20442 1.39033 0.6 1.0 -0.3
C 2.27785 2.80944 -0.10693 1.5 -0.3 0.4
C -2.90921 1.55529 0.35012 2.3 1.5 -0.7
C 1.98711 -3.07737 -0.85148 -0.1 3.7 -0.9
N -2.07190 0.49697 -0.21425 1.2 1.2 1.6
N -2.72324 -0.58717 -0.68087 0.0 -2.4 -0.4
O -3.98485 -0.56812 -0.54056 -0.4 0.2 -0.1
O -0.51833 -2.04317 0.39356 -0.8 -1.2 0.3
O 2.11148 -2.02223 0.14925 0.6 -1.3 0.2
H -0.48290 2.48864 -0.23290 0.8 -0.4 0.3
H 3.27147 0.26754 -0.28183 -1.5 -0.4 0.6
H -1.62671 -1.42046 2.13889 0.2 -0.1 -0.6
H -2.27117 -2.82769 1.08102 -0.6 -0.5 -0.1
H 1.73389 3.36371 0.64790 0.1 0.9 -0.2
H 3.28202 2.58839 0.33897 -0.7 0.2 -0.3
H 2.51962 3.39136 -1.02675 -0.8 -0.5 0.4
H -2.72000 2.02120 1.32683 0.6 -0.9 0.1
H -2.86188 2.37855 -0.34165 -0.1 0.7 -0.4
H -3.86095 1.17089 0.28858 -2.2 -0.8 0.1
H 2.87999 -3.63626 -0.99615 0.9 -0.3 0.6
H 1.79717 -2.56731 -1.81076 0.1 -0.1 0.0
H 1.14718 -3.65255 -0.69688 -1.7 -1.5 0.8
```
Positions in Å, forces in eV/Å.

=====

For reference, total energy by record: -63673.3956 -74601.7374 -36632.3201 -19697.4672 eV.
For reference, M by record: 656.72 715.74 428.58 209.23 g mol⁻¹.
For reference, F_max by record: 0.82 2.02 0.62 3.85 eV/A.